1.
Molecular formula: C6H17NO
Method: DFT, ωB97M-V/def2-TZVPD

```
25
Properties=species:S:1:pos:R:3:nbo_charge:R:1
C -1.165 2.094 0.186 -0.4754
N 0.157 1.551 0.034 -0.1411
C 0.521 0.688 -1.043 -0.0952
C 0.466 -0.814 -0.489 -0.3552
C -0.920 -1.447 -0.531 -0.4086
C -0.931 -2.850 0.065 -0.6061
C 1.913 1.033 -1.566 -0.6346
H -1.490 2.533 -0.757 0.2666
H -1.215 2.771 1.042 0.2508
H -1.868 1.280 0.382 0.2632
H 0.870 1.982 0.618 0.4239
H -0.252 0.758 -1.801 0.2393
H 1.148 -1.357 -1.150 0.2424
H 0.893 -0.825 0.522 0.2246
H -1.698 -0.778 -0.120 0.1880
H -1.245 -1.458 -1.576 0.2123
H -0.634 -2.830 1.110 0.2120
H -0.308 -3.517 -0.527 0.2237
H -1.933 -3.246 0.061 0.2333
H 2.670 0.307 -1.285 0.2428
H 2.299 1.992 -1.203 0.2287
H 1.964 1.113 -2.653 0.2613
H 0.169 0.966 3.114 0.4417
H -0.036 -0.320 3.840 0.4742
O 0.624 0.377 3.725 -0.9125
```

Summary:
Energy relative to the best compared isomer or geometry (same formula, charge and spin) ... 6.2 kcal per mole
Spin multiplicity ... 2
Net charge ... +1
Frontier orbital gap (spin up / spin down) ... 0.435 / 0.277 Eh
HOMO energy (spin up / spin down) ... -14.92 / -14.91 eV
Molecular weight ... 119.21 u

---

2.
Molecular formula: C6H17NOS
Method: DFT, ωB97M-V/def2-TZVPD

```
26
Properties=species:S:1:pos:R:3:nbo_charge:R:1
C 0.975 -0.694 2.626 -0.6150
C 1.153 0.736 2.140 -0.4063
C 0.269 1.164 0.971 -0.2221
N 0.356 0.288 -0.195 -0.6524
C -0.971 -0.109 -0.770 -0.0565
C -1.826 -0.901 0.196 -0.6319
C -0.657 -0.897 -2.056 -0.5210
S -1.376 -0.176 -3.554 -0.0285
H 1.531 -0.884 3.541 0.2205
H -0.049 -0.906 2.925 0.2032
H 1.206 -1.439 1.868 0.1935
H 0.975 1.432 2.954 0.2112
H 2.193 0.868 1.853 0.1998
H 0.646 2.150 0.675 0.1927
H -0.738 1.380 1.335 0.1802
H 0.766 -0.593 0.098 0.3511
H -1.411 0.846 -1.033 0.1981
H -1.960 -0.354 1.119 0.2118
H -2.827 -1.063 -0.209 0.2237
H -1.413 -1.891 0.371 0.2047
H 0.416 -1.076 -2.139 0.2135
H -1.154 -1.868 -2.023 0.2166
H -1.132 1.106 -3.258 0.1288
O 1.588 1.275 -2.711 -0.9674
H 1.318 1.115 -1.788 0.4906
H 2.121 0.492 -2.934 0.4610
```

Summary:
Energy relative to the best compared isomer or geometry (same formula, charge and spin) ... 0.0 kcal per mole
Frontier orbital gap ... 0.355 Eh
HOMO energy ... -8.81 eV
Molecular weight ... 151.27 u